1.
{
  "formula": "H24O12",
  "method": "ωB97M-V/def2-TZVPD",
  "elements": ["O", "O", "H", "O", "H", "H", "H", "O", "O", "H", "H", "H", "H", "H", "H", "O", "O", "O", "H", "H", "H", "O", "H", "H", "H", "H", "H", "O", "H", "H", "H", "H", "H", "O", "H", "O"],
  "coordinates": [[-3.89936, -1.83710, -2.14546], [3.73173, -1.98382, -0.22637], [4.18937, 0.53722, -3.17312], [4.01371, 1.41943, -2.89482], [-1.79757, 0.53859, -0.33945], [-3.18006, -2.30381, -1.68368], [1.67701, 0.23231, -2.38661], [-1.95045, -3.93324, -1.58357], [0.66685, 1.80540, 2.66776], [2.94829, -1.64066, -0.64688], [2.99648, -1.15352, 2.03878], [3.12119, 1.79185, -3.20385], [-1.52704, -4.70712, -1.14321], [-1.16926, -2.92205, 2.26001], [-3.12369, 1.96716, 0.81062], [-3.85608, 2.57877, 0.56129], [2.51178, -0.34119, 2.21383], [2.27162, 0.36861, -1.62603], [-1.52579, -4.04576, 3.17626], [1.25206, 2.63866, 2.53396], [1.31772, -0.24941, 1.09908], [-1.75655, 4.67067, -0.64201], [3.07695, 0.36830, 2.02786], [-1.81515, 5.57903, -0.33559], [-0.18625, 0.78966, -0.47787], [0.38037, 0.91732, 1.22328], [-2.42274, 4.19412, -0.03048], [-1.01876, 0.73688, -0.92710], [-4.57328, 2.16009, 0.98231], [-3.70238, -1.86363, -3.01895], [1.85827, 1.06702, -1.14020], [0.25274, 1.98352, 3.49506], [-1.29550, -3.25601, -1.78218], [0.45706, 0.04404, 1.58695], [3.34822, -2.27139, 0.53218], [-1.27149, -3.87989, 2.19820]],
  "homo_lumo_gap_ev": 9.5,
  "total_energy_ev": -24955.35144,
  "smiles": "O.O.O.O.O.O.O.O.O.O.O.O"
}

=====

2.
{
  "formula": "C8H8N4O4",
  "method": "ωB97M-V/def2-TZVPD",
  "elements": ["C", "N", "H", "N", "H", "C", "O", "C", "N", "O", "H", "C", "C", "O", "H", "H", "O", "C", "C", "H", "C", "H", "N", "H"],
  "coordinates": [[-1.80475, -0.44320, 0.45776], [3.39287, -0.88629, -0.33618], [-1.72836, 1.53300, -0.06959], [-2.69876, -1.53713, 0.51886], [-5.57827, -0.35778, -0.77174], [2.10282, -0.54378, -0.43155], [1.12042, -1.24906, -0.61320], [-3.80234, 0.99880, -0.10073], [2.01975, 0.83124, -0.30345], [-0.63844, -0.63324, 0.67562], [3.55373, -1.84708, -0.42709], [4.18684, 1.22031, 0.43159], [2.93432, 1.70856, 0.11567], [5.50511, -0.63129, 0.16193], [-2.29422, -2.36263, 0.73577], [0.89427, 0.97220, -0.18522], [-4.23338, 2.16553, -0.08814], [-3.93227, -1.43949, 0.04785], [-4.56970, -0.26410, -0.29204], [-4.31457, -2.42825, -0.28727], [4.46059, -0.09524, 0.16944], [5.17467, 1.85955, 0.43033], [-2.40426, 0.70145, -0.00002], [2.65392, 2.72794, 0.16140]],
  "homo_lumo_gap_ev": 9.5,
  "total_energy_ev": -22575.96616,
  "smiles": "O=c1cc[nH]c(=O)[nH]1.O=c1cc[nH]c(=O)[nH]1"
}

=====

3.
{
  "formula": "C3H5NO2",
  "method": "ωB97M-V/def2-TZVPD",
  "elements": ["H", "O", "C", "N", "H", "C", "H", "H", "O", "H", "C"],
  "coordinates": [[-1.95519, 0.83889, -0.50158], [-0.44882, -0.53592, -1.02657], [2.07905, 0.32237, -0.46522], [1.41975, 0.72908, 0.46907], [-0.28970, -1.37937, 0.93132], [-1.01300, -1.04210, 0.18685], [-1.87825, -1.68787, 0.04890], [1.77865, 0.17248, -1.49735], [-0.23115, 1.28626, 0.51497], [1.57443, 0.90589, 1.45034], [-1.03577, 0.39028, -0.11073]],
  "homo_lumo_gap_ev": 9.7,
  "total_energy_ev": -8771.63271
}

=====

4.
{
  "formula": "C2H4N2O",
  "method": "ωB97M-V/def2-TZVPD",
  "elements": ["O", "C", "H", "N", "H", "C", "H", "H", "N"],
  "coordinates": [[2.43100, -0.85935, -1.82140], [1.77036, 0.04326, -1.62692], [-1.63930, -0.35448, 1.26655], [-0.68645, 1.13789, 0.20914], [0.05191, 1.30691, -0.46195], [-0.71387, -0.13060, 0.72110], [0.08212, -1.79970, 1.09100], [-1.56882, 1.58532, 0.01929], [0.27305, -0.92926, 0.60319]],
  "homo_lumo_gap_ev": 10.5,
  "total_energy_ev": -7166.11052
}

=====

5.
{
  "formula": "C45H39GeNOP2PtS",
  "method": "ωB97M-V/def2-TZVPD",
  "elements": ["H", "H", "H", "C", "H", "C", "H", "H", "C", "C", "N", "C", "C", "H", "H", "C", "C", "H", "C", "C", "C", "Pt", "P", "H", "C", "H", "H", "H", "C", "C", "S", "H", "C", "C", "C", "C", "C", "H", "H", "H", "C", "C", "H", "C", "C", "H", "H", "C", "H", "C", "Ge", "H", "C", "C", "C", "H", "C", "C", "C", "H", "H", "C", "H", "H", "C", "H", "H", "H", "C", "H", "C", "H", "C", "H", "H", "C", "H", "C", "H", "C", "C", "C", "C", "H", "H", "C", "H", "O", "C", "C", "P"],
  "coordinates": [[5.81582, -5.88156, -2.99640], [2.05640, 0.13203, 0.88446], [-2.81931, 1.83338, 3.12922], [-3.80972, 1.00713, -1.38335], [1.47155, -4.22436, 4.22795], [0.84834, 2.91592, -0.02873], [-4.24152, 4.16975, -2.53626], [0.19784, -0.95994, 1.94962], [0.80997, 5.46777, 1.19981], [1.51049, 2.31587, -5.17710], [0.27147, -0.44993, -3.47763], [5.11295, -3.84994, -3.00686], [1.30696, 4.36454, 1.87985], [-2.34463, 2.84007, 1.05927], [-7.50299, -1.25571, 1.52786], [-1.40486, 0.38554, 2.39017], [1.32528, 3.11058, 1.27337], [3.64663, -2.06034, 1.24215], [1.70102, -2.74747, 0.64248], [0.30835, 1.76433, -4.86520], [2.24127, 0.49212, -0.13280], [-0.39428, -1.25036, -1.57307], [1.82360, -2.17368, -1.11124], [-0.40515, -4.51991, 2.63304], [-4.03557, -1.33252, 3.20999], [-3.05281, 4.66359, -0.41935], [4.03945, -6.64211, -1.43912], [2.38024, -5.05198, -0.57399], [5.07981, -5.18094, -2.62025], [0.32511, 5.29409, -0.09565], [1.10720, -1.31538, -4.41058], [1.68047, 2.66180, -6.19350], [-3.29118, 3.63938, -0.68420], [0.33863, 4.04286, -0.69319], [2.66990, -3.11400, 2.83229], [-1.84907, 1.36860, 3.28176], [2.75202, -2.59493, 1.54601], [-7.29389, -2.01608, 3.87718], [-4.68645, 1.81547, -3.16921], [-0.06762, 6.14548, -0.64252], [0.56292, -3.44615, 1.04995], [2.83377, -0.62361, -0.99574], [5.87015, -3.50668, -3.70296], [-4.20482, 2.04103, -2.22474], [1.01114, 1.62707, -2.50168], [-0.28008, -3.50937, 0.36887], [-5.50736, -0.54250, 0.27381], [-3.95045, 3.36304, -1.87286], [-3.95920, -0.02299, -1.68970], [-5.16111, -1.73925, 3.92223], [-2.51294, -0.27663, 0.87240], [1.67657, 4.47305, 2.89511], [2.54128, 2.47299, -4.21447], [0.48840, -3.98789, 2.32837], [3.18546, -3.34940, -1.60934], [-3.06448, -1.36092, 3.69548], [2.22678, 2.16840, -2.89374], [-5.39908, -0.87738, 1.30164], [0.59761, 0.15442, 3.74853], [-5.06070, -2.07428, 4.94918], [2.95570, 2.39795, -2.11780], [-1.83457, -1.51780, -0.40005], [3.48803, -2.96775, 3.52923], [0.74067, 1.43028, 5.47355], [-1.08464, 1.74962, 4.37974], [1.55323, -0.32549, 3.92327], [4.20701, -1.91801, -2.84411], [-0.46049, 1.66129, -5.62357], [3.14934, -4.70140, -1.25392], [1.70316, 2.26339, 1.83927], [4.08728, -5.60210, -1.74256], [-0.04211, 3.91982, -1.70146], [-4.12813, -0.88787, 1.88606], [3.49622, 2.91039, -4.48310], [2.97409, 1.30016, -0.06557], [-3.16420, 1.26925, -0.16590], [2.91294, -0.25034, -2.02223], [-0.16619, -0.20849, 2.64150], [-0.97830, 1.23387, -3.22490], [-2.89710, 2.60015, 0.15682], [1.53900, -3.82007, 3.22395], [0.05530, 1.13890, -3.54131], [4.17231, -2.95045, -2.51459], [3.84619, -0.87091, -0.66121], [-1.44464, 2.52323, 5.05027], [0.14076, 1.13660, 4.61856], [0.80042, 6.44596, 1.66723], [1.16884, -0.98008, -5.83486], [-6.52931, -1.27904, 2.00582], [-6.41420, -1.70927, 3.32276], [0.63774, 1.21612, -0.77752]],
  "homo_lumo_gap_ev": [4.1, 4.0],
  "total_energy_ev": -140006.73452,
  "total_charge": -2
}

=====

6.
{
  "formula": "C25H17AsBrN2O2PdS2",
  "method": "ωB97M-V/def2-TZVPD",
  "elements": ["C", "C", "H", "H", "C", "H", "C", "H", "C", "C", "C", "S", "Br", "H", "C", "C", "C", "O", "H", "H", "C", "Pd", "C", "H", "C", "H", "H", "N", "H", "C", "H", "C", "H", "N", "C", "C", "C", "O", "H", "H", "As", "C", "C", "H", "C", "C", "S", "H", "C", "C", "C"],
  "coordinates": [[2.90839, 2.00553, -0.48501], [-3.34230, -1.50051, -1.19488], [5.02182, -1.20743, -0.73062], [-1.88180, 1.79796, -5.13217], [-0.53637, -3.26339, 1.14999], [6.01737, 0.97363, -1.32915], [4.22670, 2.07865, -0.90905], [0.17248, -3.50052, -2.14694], [1.98263, 0.71890, 2.99262], [-0.26193, 1.09384, 4.56964], [2.11551, 0.77034, 4.36918], [-2.03414, 1.19303, 2.53571], [-0.34981, 2.50074, -2.78705], [-1.14483, 1.24527, 5.17791], [-3.51748, -0.72840, -3.59254], [-2.21782, 1.10645, -4.37414], [-0.28535, -1.91185, 1.33822], [-3.23614, -1.02176, -0.02865], [-3.59731, 0.01968, -5.60653], [2.85473, 0.57144, 2.36614], [4.98679, 0.92166, -0.99936], [-2.04504, 0.81397, 0.19521], [4.42851, -0.30369, -0.66273], [1.07488, 1.01747, 6.23210], [-4.16599, 3.13447, 0.86307], [3.08958, 0.66270, 4.82996], [4.65996, 3.03581, -1.17259], [-2.03458, 0.39604, -2.09116], [-0.88474, -3.86447, 1.98023], [-0.36763, -3.83859, -0.09825], [-4.23207, -1.52829, -3.72235], [-1.69357, 1.18805, -3.09868], [-0.58343, -4.88819, -0.24909], [-4.64751, 3.52714, 1.84140], [2.34259, 0.78044, -0.13893], [-2.94533, -0.55969, -2.34293], [3.11015, -0.37515, -0.23484], [-3.75513, -2.60778, -1.53226], [0.65033, -1.10593, -1.81235], [2.67075, -1.32821, 0.03138], [0.46204, 0.80853, 0.47072], [0.30669, -1.71034, -0.97974], [0.13206, -1.12131, 0.27382], [-0.43636, -1.46951, 2.31459], [-3.16152, 0.12202, -4.62127], [0.06163, -3.05955, -1.16391], [-3.51744, 2.66547, -0.59502], [2.29821, 2.90000, -0.41834], [-0.41531, 1.03239, 3.17602], [0.73421, 0.84825, 2.38931], [0.98291, 0.96470, 5.15329]],
  "homo_lumo_gap_ev": [6.9, 6.0],
  "total_energy_ev": -189309.92947,
  "s_squared": 2.01,
  "multiplicity": 3,
  "total_charge": -1
}

=====

7.
{
  "formula": "C36H45N9",
  "method": "ωB97M-V/def2-TZVPD",
  "elements": ["C", "N", "N", "H", "N", "H", "H", "H", "H", "H", "H", "C", "H", "H", "H", "H", "C", "C", "H", "N", "C", "C", "H", "C", "H", "H", "C", "H", "H", "H", "H", "C", "C", "H", "H", "C", "C", "H", "H", "H", "H", "C", "H", "H", "C", "N", "H", "C", "C", "C", "C", "C", "H", "H", "N", "N", "H", "C", "H", "C", "H", "C", "H", "H", "N", "C", "N", "C", "C", "C", "H", "C", "C", "H", "H", "H", "C", "H", "C", "H", "H", "H", "C", "H", "C", "C", "C", "C", "C", "H"],
  "coordinates": [[-4.72929, 1.01287, 3.61646], [1.31371, 3.09487, -6.07954], [-3.48329, -4.14413, -2.07254], [-1.81029, -0.23613, 1.93746], [1.95271, 1.04887, 0.65246], [4.82071, 1.33087, 2.65546], [-0.46429, 0.45087, 4.21446], [0.04571, -1.79413, 1.20846], [-1.36829, -2.29513, 4.21846], [-1.48529, 0.78687, -1.07454], [1.54671, 1.46987, -7.39354], [-2.69629, 0.31687, 2.46346], [1.84371, -5.05713, -6.95054], [0.24471, -3.94913, 4.24746], [-2.83429, 5.12887, -0.08554], [-1.45029, -4.19513, 0.23646], [2.93471, 4.31887, 2.43846], [-1.90329, -3.00313, 2.06846], [-3.59329, -0.88013, 4.29546], [-0.67629, 2.36387, 0.16246], [0.57371, -0.98113, 0.99346], [-1.52829, 1.87287, -0.83254], [-0.25529, 4.18787, 1.43046], [3.33571, 3.01387, 3.21846], [-0.29529, -1.43313, -5.96054], [3.09071, 2.69187, 4.33846], [1.05271, 0.99387, -5.07454], [-2.56229, -5.67813, -3.35054], [0.51571, 1.90787, -2.92754], [-4.84729, 3.00687, 2.14846], [5.10571, 2.86387, 0.41046], [2.46771, 0.26587, 6.23946], [-1.28229, -3.96513, 1.24646], [3.69171, 5.08087, 0.62446], [3.38771, -0.00913, 6.87346], [1.00071, -0.77113, -0.46154], [0.98671, 3.39887, -4.71854], [0.97371, 4.36387, -4.38054], [2.21871, 5.04687, 2.72646], [-0.19629, 2.09387, 6.55146], [1.26671, 0.40987, 2.82646], [-0.90429, 3.58387, 0.62346], [-3.87329, -2.40213, -0.98654], [-3.56529, 2.96387, -1.69454], [4.47871, 3.08087, 1.13646], [-0.25829, -3.94413, 3.40146], [-2.76329, -2.45113, 1.86246], [-1.57829, -3.53113, -3.35154], [1.64371, -4.14713, -6.26454], [-3.73829, -0.04813, 3.56146], [-4.27029, 2.10287, 2.51946], [4.40371, 2.30287, 2.33646], [0.70771, -1.41613, -1.29054], [-2.54029, 2.07987, 1.31546], [-3.07229, 1.57087, 1.91746], [0.78071, -3.28213, -6.76354], [2.67171, 1.78387, 0.91046], [-2.54829, 2.95087, -1.07854], [0.37471, -3.59113, -7.73054], [-3.34429, -2.84013, -1.69554], [-3.92529, -4.74513, -1.56254], [-0.11629, -4.53913, 2.16446], [-0.83729, -3.74713, -4.04754], [2.95671, -4.04713, -4.43154], [3.71771, 4.28487, 1.24146], [0.80971, 2.02687, -4.03354], [1.65771, 1.29387, 6.68246], [1.61671, -0.35613, 5.07846], [-1.29029, -2.98713, 3.43346], [2.17771, -3.51313, -4.91654], [0.82971, -0.20013, -4.90854], [1.32271, 0.15387, 1.65546], [0.53871, -2.17113, -5.90754], [-5.69529, 1.23687, 4.34246], [0.18871, 1.90787, 0.55046], [1.83071, 1.76687, 7.72746], [-2.24629, 4.10587, -0.13854], [1.63571, 3.88387, -6.57554], [-2.46429, -4.67313, -2.94854], [2.33171, 0.98087, -1.44254], [1.34471, -1.64713, -3.78554], [0.62071, -5.29013, 1.68746], [-2.05529, -2.36213, -2.47054], [-1.70729, -1.31013, -2.45854], [1.47671, -2.18713, -4.64654], [0.42271, 1.54387, 6.11446], [1.41271, 1.75587, -6.35954], [1.87671, 0.51887, -0.69954], [0.39571, 0.57187, 4.93846], [1.65971, -1.15313, 4.30746]],
  "homo_lumo_gap_ev": 7.7,
  "total_energy_ev": -51449.57222,
  "smiles": "c1cc[nH]c1.c1cc[nH]c1.c1cc[nH]c1.c1cc[nH]c1.c1cc[nH]c1.c1cc[nH]c1.c1cc[nH]c1.c1cc[nH]c1.c1cc[nH]c1"
}

=====

8.
{
  "formula": "C7H13N",
  "method": "ωB97M-V/def2-TZVPD",
  "elements": ["H", "H", "C", "H", "N", "C", "C", "C", "H", "H", "C", "H", "H", "H", "C", "H", "H", "H", "H", "C", "H"],
  "coordinates": [[1.91452, -1.84579, -2.03302], [1.42742, -0.03278, 1.92031], [0.00828, 0.85557, 0.77729], [-1.04620, 0.20137, -1.98708], [1.87965, -0.92851, -1.56933], [1.08499, -1.15741, -0.30092], [1.25399, 1.00262, 1.51995], [-1.17200, 1.80600, 0.95699], [-1.76694, 1.65275, 1.85591], [2.17596, 1.13610, 0.87618], [-1.10366, -0.32059, -1.00855], [-1.89597, 1.74847, 0.13648], [1.28055, 1.68429, 2.36074], [-2.56929, -1.76671, -1.75754], [0.04076, -0.13798, -0.09706], [0.64651, -2.16507, -0.27064], [1.22522, -0.38803, -2.20880], [-0.87912, 2.85009, 1.10846], [1.78088, -1.15069, 0.57299], [-2.01515, -1.28531, -0.90221], [-2.27038, -1.75840, 0.04983]],
  "homo_lumo_gap_ev": 9.7,
  "total_energy_ev": -8957.65744,
  "smiles": "C=CC(CN)=C(C)C"
}